Here is a molecular structure, C50H45N8O4S4Ta in a non-equilibrium geometry from OMol25. Energies are from ωB97M-V/def2-TZVPD.

Positions of all 112 atoms, in Å:
Ta  0.27126  -0.35033  0.01567
O  8.10704  -1.08137  -0.48297
N  7.15754  -0.94601  -1.20927
O  7.15163  -0.85732  -2.42048
C  5.81902  -0.94605  -0.54814
C  5.69463  -1.69716  0.56469
C  4.42515  -1.84483  1.19939
C  4.24161  -2.63415  2.34852
C  2.96833  -2.80546  2.84271
C  1.90676  -2.17411  2.20364
N  2.05714  -1.37305  1.15189
C  3.30272  -1.21253  0.64416
C  3.45008  -0.38144  -0.50866
N  2.34405  0.23513  -0.99284
C  2.44286  1.02224  -2.05710
C  3.65660  1.26154  -2.68878
C  4.79578  0.64579  -2.22403
C  4.71132  -0.22508  -1.11471
H  6.55972  -2.21057  0.96599
H  5.09457  -3.10431  2.82255
H  2.78140  -3.42903  3.70541
H  0.89390  -2.33424  2.55307
H  1.53114  1.48313  -2.41892
H  3.69640  1.91934  -3.54563
H  5.74304  0.81783  -2.71127
C  -2.00992  -3.78040  0.43943
C  -0.65217  -3.57260  -0.13162
O  -0.10879  -2.42999  0.01472
C  0.04550  -4.63841  -0.78298
C  1.43511  -4.54652  -1.00815
C  2.11658  -5.59117  -1.58888
C  1.42930  -6.73853  -1.98293
C  0.05603  -6.84199  -1.77524
C  -0.63102  -5.81275  -1.17067
H  -2.30922  -2.91796  1.03019
H  -2.04589  -4.68312  1.04922
H  -2.73504  -3.91364  -0.36870
H  1.96765  -3.66580  -0.67239
H  3.18745  -5.53179  -1.73236
H  1.96708  -7.55847  -2.44092
H  -0.46911  -7.73661  -2.08080
H  -1.69721  -5.91047  -1.01514
N  0.16158  1.66530  0.22149
S  -0.83021  2.64810  -0.72380
C  0.24498  3.99420  -1.22528
C  1.59486  4.01742  -0.90689
C  2.34933  5.11835  -1.28973
C  1.75739  6.16347  -1.98477
C  0.40932  6.10662  -2.32114
C  -0.35858  5.01579  -1.94866
C  -1.87816  3.48276  0.45526
C  -1.47635  4.62649  1.13859
C  -2.37932  5.23215  1.99674
C  -3.65665  4.70607  2.16015
C  -4.04597  3.56676  1.46545
C  -3.15477  2.94606  0.60588
H  0.55139  2.21080  0.98811
H  2.05122  3.20753  -0.35180
H  3.39910  5.16260  -1.03205
H  2.34449  7.02825  -2.26278
H  -0.05094  6.92122  -2.86382
H  -1.41142  4.96593  -2.20034
H  -0.49314  5.05758  1.00271
H  -2.08999  6.13180  2.52288
H  -4.35434  5.19461  2.82742
H  -5.05015  3.18018  1.57503
H  -3.45156  2.07035  0.03810
C  -3.07951  0.68583  6.24769
C  -1.68294  1.28942  6.39365
C  -1.58498  2.66427  5.73871
C  -0.57680  0.34974  5.88845
N  -0.56247  0.18223  4.43214
C  -1.45595  -0.40483  3.61856
N  -0.97765  -0.34235  2.39490
N  0.20722  0.28247  2.50051
N  0.47291  0.58979  3.70968
H  -3.77924  1.23413  6.87629
H  -3.10778  -0.35651  6.57237
H  -3.44896  0.75881  5.22034
H  -1.46916  1.39586  7.45946
H  -1.80230  2.61545  4.66635
H  -0.59481  3.10107  5.87830
H  -2.31030  3.33914  6.19063
H  -0.69736  -0.63636  6.33812
H  0.40232  0.74419  6.15196
H  -2.39412  -0.83463  3.92875
O  -0.85913  -0.22451  -1.33693
C  -1.63890  -0.57319  -2.51622
C  -0.83013  -1.62815  -3.25580
C  -1.21504  -2.61517  -4.10030
C  -0.11707  -3.35544  -4.63231
C  1.08006  -2.93211  -4.17410
S  0.90888  -1.58911  -3.10245
C  -2.97889  -1.07705  -2.01708
C  -3.41335  -1.08930  -0.72040
C  -4.75071  -1.54894  -0.59469
C  -5.30361  -1.85417  -1.79785
S  -4.22396  -1.59229  -3.09459
C  -1.80258  0.67210  -3.36807
C  -0.94650  1.16078  -4.31626
C  -1.39000  2.38898  -4.86999
C  -2.56769  2.80629  -4.33150
S  -3.16742  1.71361  -3.15912
H  -2.23695  -2.81879  -4.38123
H  -0.22806  -4.16702  -5.33714
H  2.06598  -3.28603  -4.43064
H  -2.81508  -0.75190  0.11851
H  -5.28470  -1.65081  0.33878
H  -6.29926  -2.21719  -2.00254
H  -0.05039  0.65161  -4.64347
H  -0.86934  2.91867  -5.65456
H  -3.15641  3.67328  -4.59136

**HOMO**: -0.649 Ha
**Spin multiplicity**: 1
**LUMO energy**: -0.43368 Eh
**ΔE to the lowest compared entry with this formula, charge and spin**: 22.1 kcal/mol
**E**: -117546.0467 eV
**Kohn-Sham gap**: 0.216 Ha
**Total charge**: +4

=====

Here is a molecular structure, C50H46N8NaS8SbSe2 in a non-equilibrium geometry from OMol25. Energies are from ωB97M-V/def2-TZVPD.

Positions of all 116 atoms, in Å:
Na  0.61806  -2.14524  -0.13972
Se  1.52359  -3.75755  3.04636
Se  -0.12287  -4.14658  4.57810
C  -1.49842  -2.95539  3.92786
C  -2.77394  -3.01805  4.47156
C  -3.70474  -2.10343  4.01193
C  -3.32401  -1.18774  3.04715
C  -2.02734  -1.23071  2.55840
N  -1.12329  -2.09066  3.01356
C  1.35065  -5.27263  1.89297
C  1.07633  -6.55500  2.34869
C  1.07676  -7.57307  1.41232
C  1.36952  -7.27323  0.09020
C  1.63040  -5.95461  -0.25109
N  1.61873  -4.97248  0.64081
H  -3.01455  -3.77150  5.20959
H  -4.71508  -2.10446  4.40229
H  -4.02218  -0.46092  2.66042
H  -1.71409  -0.56967  1.76364
H  0.86349  -6.73548  3.39392
H  0.86050  -8.59003  1.71817
H  1.37545  -8.04253  -0.66879
H  1.84048  -5.65847  -1.26937
N  1.76736  -0.39355  -0.05998
S  1.54842  0.80302  0.75689
N  0.71976  2.11362  0.33174
S  -0.76562  2.50650  -0.06662
N  -1.91835  1.64437  -0.19308
S  -2.23808  -0.84444  -1.44489
N  -1.23653  -1.53279  -0.65855
C  -1.67392  0.26955  -2.76294
C  -2.52460  0.76647  -3.73640
C  -1.99752  1.49323  -4.79200
C  -0.62828  1.68928  -4.88711
C  0.21618  1.15825  -3.92252
C  -0.30602  0.44491  -2.85580
C  -3.91315  -0.47093  -0.81895
C  -4.66612  0.62685  -1.19663
C  -6.01255  0.68231  -0.86254
C  -6.59688  -0.34633  -0.13930
C  -5.82158  -1.42157  0.27561
C  -4.48432  -1.48884  -0.07329
C  -1.07384  3.85410  1.13812
C  -2.34733  4.01395  1.65514
C  -2.61768  5.08264  2.49508
C  -1.61197  5.98426  2.81686
C  -0.32825  5.80303  2.31502
C  -0.05697  4.73587  1.47628
C  -0.43017  3.67689  -1.43382
C  -1.50056  4.30018  -2.05066
C  -1.27075  5.23602  -3.04547
C  0.02872  5.55608  -3.41230
C  1.09834  4.93332  -2.78468
C  0.87133  3.99020  -1.79601
C  3.09409  1.73923  1.04734
C  4.26341  1.34330  0.42636
C  5.43135  2.06400  0.63059
C  5.42002  3.18174  1.45218
C  4.24122  3.57848  2.07123
C  3.07800  2.85300  1.87277
C  1.11296  0.49769  2.49433
C  0.06974  1.15398  3.12108
C  -0.21006  0.88028  4.45129
C  0.54830  -0.05504  5.13877
C  1.58503  -0.72174  4.49970
C  1.86992  -0.44099  3.17386
H  -3.58191  0.54700  -3.68625
H  -2.65919  1.90589  -5.54388
H  -0.21390  2.23830  -5.72398
H  1.28543  1.30848  -4.00401
H  0.32173  0.00661  -2.08709
H  -4.19961  1.43859  -1.73391
H  -6.60834  1.53420  -1.16837
H  -7.65113  -0.31132  0.10502
H  -6.25497  -2.21974  0.86295
H  -3.86986  -2.33169  0.22891
H  -3.10704  3.29243  1.37883
H  -3.61187  5.21402  2.90121
H  -1.82856  6.82535  3.46282
H  0.45366  6.50617  2.57312
H  0.93312  4.56368  1.07690
H  -2.50834  4.03780  -1.75676
H  -2.10800  5.71175  -3.53863
H  0.20526  6.29675  -4.18232
H  2.11265  5.18017  -3.07160
H  1.68279  3.46994  -1.30506
H  4.24875  0.46217  -0.20125
H  6.34831  1.74739  0.15127
H  6.33197  3.74039  1.62310
H  4.23176  4.45278  2.71078
H  2.15048  3.13943  2.35080
H  -0.52465  1.86526  2.56526
H  -1.03513  1.38035  4.94354
H  0.32142  -0.27378  6.17448
H  2.15743  -1.47036  5.03209
H  2.66964  -0.94782  2.64740
S  -2.88752  -5.92934  -2.82104
Sb  -1.82914  -4.15834  -1.80657
S  -2.03503  -4.37925  0.48005
S  0.32483  -3.96294  -2.60647
S  -3.10549  -2.20129  -2.81232
S  4.48083  -3.29032  -0.12138
C  4.15236  -2.68181  -1.64388
N  4.54622  -3.38103  -2.73399
C  4.20737  -3.00794  -4.09665
C  3.02426  -2.05180  -4.08998
C  3.32391  -0.92249  -3.11639
N  3.67358  -1.43911  -1.80456
H  4.80746  -4.33103  -2.53397
H  3.96221  -3.90787  -4.66339
H  5.07749  -2.52621  -4.56875
H  2.13125  -2.58334  -3.75059
H  2.84818  -1.65433  -5.09017
H  2.45411  -0.28017  -2.99674
H  4.15982  -0.30850  -3.48576
H  3.09487  -1.08406  -1.02848

**HOMO**: -0.055 Ha
**Spin multiplicity**: 1
**LUMO energy**: 0.12407 Eh
**ΔE to the lowest compared entry with this formula, charge and spin**: 29.5 kcal/mol
**E**: -292843.0182 eV
**Kohn-Sham gap**: 0.179 Ha
**Total charge**: -2